DFT (ωB97M-V with the def2-TZVPD basis set) results for 19 unconnected molecules or ions with the total composition C30H45Cl54FN3O.

Last column: Mulliken charge in e.
Atoms and positions in Å:
C (-1.733, -2.591, -3.195)  -0.84
C (-1.008, -3.931, -2.872)  -0.44
C (0.191, -3.801, -1.853)  -0.23
C (-0.112, -4.496, -0.465)  -0.72
N (-0.202, -3.620, 0.702)  -0.19
C (-1.462, -2.999, 1.039)  0.98
C (-2.743, -3.500, 0.352)  -0.73
C (-3.321, -4.832, 0.896)  0.18
F (-2.355, -5.776, 1.216)  -0.38
N (-1.656, -3.185, 2.536)  -0.24
C (-2.822, -2.432, 3.072)  0.14
C (-2.697, -0.919, 2.754)  -0.04
O (-2.428, -0.701, 1.378)  -0.52
C (-1.302, -1.426, 0.917)  -0.83
N (-0.930, -1.001, -0.415)  0.85
C (-1.288, 0.414, -0.687)  -0.38
C (-0.263, 0.961, -1.747)  -1.00
H (-2.349, -2.715, -4.108)  0.41
H (-1.011, -1.789, -3.406)  0.14
H (-2.436, -2.298, -2.394)  0.15
H (-1.738, -4.653, -2.444)  0.05
H (-0.682, -4.358, -3.837)  0.47
H (1.020, -4.364, -2.329)  0.43
H (0.558, -2.772, -1.742)  0.16
H (-0.933, -5.219, -0.613)  0.13
H (0.786, -5.124, -0.290)  0.53
H (0.269, -3.982, 1.518)  0.41
H (-2.646, -3.617, -0.742)  -0.11
H (-3.546, -2.744, 0.475)  0.03
H (-3.975, -4.720, 1.781)  0.38
H (-3.966, -5.248, 0.106)  -0.32
H (-0.824, -2.740, 2.948)  0.68
H (-1.614, -4.169, 2.820)  0.54
H (-2.770, -2.526, 4.176)  0.02
H (-3.796, -2.852, 2.788)  0.10
H (-3.701, -0.489, 2.936)  -0.30
H (-2.003, -0.380, 3.429)  0.38
H (-0.444, -1.174, 1.607)  0.62
H (0.091, -1.031, -0.394)  -0.88
H (-2.285, 0.450, -1.151)  0.28
H (-1.179, 1.081, 0.189)  0.29
H (0.712, 1.017, -1.235)  0.10
H (-0.139, 0.283, -2.605)  0.17
H (-0.524, 1.974, -2.090)  0.42
C (-6.241, -6.977, -1.534)  -0.17
Cl (-5.690, -8.137, -0.321)  -0.12
Cl (-7.180, -5.689, -0.775)  0.00
Cl (-4.866, -6.270, -2.391)  -0.10
H (-6.865, -7.499, -2.249)  0.38
C (-3.351, -1.590, 7.229)  -0.07
Cl (-4.041, -3.184, 6.897)  -0.13
Cl (-1.830, -1.380, 6.348)  -0.12
Cl (-4.493, -0.314, 6.803)  -0.03
H (-3.141, -1.523, 8.290)  0.39
C (3.646, 0.344, 0.257)  -0.17
Cl (5.139, -0.339, -0.386)  -0.04
Cl (2.301, -0.794, 0.054)  -0.02
Cl (3.837, 0.779, 1.957)  -0.04
H (3.416, 1.246, -0.301)  0.29
C (5.600, 4.754, 1.775)  0.22
Cl (5.759, 3.222, 0.908)  -0.07
Cl (5.821, 6.119, 0.673)  -0.16
Cl (4.031, 4.852, 2.578)  -0.10
H (6.374, 4.797, 2.533)  0.09
C (9.485, 7.220, 0.183)  0.25
Cl (9.645, 6.400, 1.739)  -0.13
Cl (9.822, 8.945, 0.347)  -0.11
Cl (10.553, 6.485, -1.019)  -0.05
H (8.463, 7.103, -0.158)  0.06
C (8.797, -0.072, -2.540)  -0.07
Cl (8.501, -1.067, -1.108)  -0.12
Cl (7.484, -0.261, -3.708)  -0.09
Cl (8.996, 1.624, -2.088)  -0.06
H (9.716, -0.411, -3.004)  0.35
C (5.739, 3.565, 5.974)  0.00
Cl (6.199, 5.168, 5.390)  -0.11
Cl (5.374, 2.478, 4.625)  -0.06
Cl (7.016, 2.885, 6.985)  -0.09
H (4.846, 3.666, 6.579)  0.28
C (-9.577, -2.567, -0.809)  0.29
Cl (-11.323, -2.469, -1.048)  -0.08
Cl (-9.193, -3.728, 0.472)  -0.15
Cl (-8.766, -2.998, -2.318)  -0.12
H (-9.222, -1.592, -0.500)  0.02
C (6.007, 4.031, -3.882)  -0.10
Cl (7.493, 3.322, -4.517)  -0.09
Cl (4.660, 2.896, -4.042)  -0.13
Cl (6.223, 4.501, -2.193)  -0.02
H (5.775, 4.918, -4.459)  0.34
C (11.611, 9.042, -3.724)  0.44
Cl (12.739, 9.044, -5.083)  -0.10
Cl (12.152, 10.153, -2.461)  -0.11
Cl (9.979, 9.458, -4.263)  -0.13
H (11.583, 8.042, -3.306)  -0.10
C (-6.699, -0.406, 1.751)  -0.07
Cl (-6.218, -2.005, 1.161)  -0.02
Cl (-8.456, -0.241, 1.778)  -0.09
Cl (-6.025, -0.116, 3.360)  -0.11
H (-6.297, 0.340, 1.076)  0.34
C (-14.383, -0.249, 0.854)  -0.03
Cl (-13.865, 1.289, 0.154)  -0.12
Cl (-14.949, -1.347, -0.410)  -0.09
Cl (-13.069, -0.985, 1.778)  -0.10
H (-15.207, -0.055, 1.530)  0.35
C (5.358, -0.175, 9.503)  0.04
Cl (6.152, 1.345, 9.925)  -0.11
Cl (3.951, -0.452, 10.536)  -0.13
Cl (4.890, -0.180, 7.798)  -0.10
H (6.062, -0.983, 9.664)  0.29
C (-5.506, 3.691, 8.152)  0.02
Cl (-5.056, 5.288, 7.549)  -0.11
Cl (-5.793, 2.576, 6.810)  -0.09
Cl (-4.257, 3.056, 9.230)  -0.12
H (-6.426, 3.786, 8.717)  0.31
C (-13.272, -3.143, -4.154)  0.60
Cl (-14.148, -4.665, -4.351)  -0.12
Cl (-11.865, -3.094, -5.224)  -0.12
Cl (-14.337, -1.769, -4.462)  -0.12
H (-12.922, -3.081, -3.132)  -0.24
C (-13.209, -4.595, -8.838)  0.34
Cl (-14.086, -6.117, -9.029)  -0.12
Cl (-11.802, -4.548, -9.908)  -0.13
Cl (-14.273, -3.219, -9.148)  -0.12
H (-12.858, -4.531, -7.813)  0.03
C (14.427, 5.565, -6.873)  0.06
Cl (13.737, 4.334, -7.937)  -0.13
Cl (14.646, 7.088, -7.742)  -0.12
Cl (13.408, 5.801, -5.450)  -0.02
H (15.399, 5.220, -6.539)  0.23
C (14.510, 3.233, -2.817)  0.02
Cl (15.020, 2.050, -1.609)  -0.13
Cl (13.505, 4.484, -2.077)  -0.05
Cl (15.915, 3.953, -3.614)  -0.12
H (13.919, 2.721, -3.567)  0.27

Force components x, y, z for each atom (eV/Å):
-0.420 -0.627 -0.279
-0.127 0.757 0.255
-0.505 -0.923 -0.527
1.612 -0.406 -1.090
-0.855 0.116 -0.228
-0.426 0.738 -0.528
-0.490 -0.505 -0.142
-1.000 0.367 -0.516
0.305 0.131 0.147
0.424 0.483 0.070
-0.340 0.830 1.729
-0.891 -0.434 -0.263
0.050 -0.563 -0.108
0.716 0.278 0.822
-0.267 0.321 0.690
0.972 0.481 -1.567
-0.039 -0.351 0.780
0.296 0.023 0.400
-0.270 -0.203 0.270
0.582 0.147 -0.300
0.326 0.302 -0.378
0.096 0.099 0.557
-0.291 0.274 0.492
-0.353 -0.293 0.050
0.105 0.477 0.403
-0.557 0.291 0.209
0.131 -0.196 -0.204
0.498 0.256 0.600
0.511 -0.279 -0.015
0.436 0.093 -0.191
0.276 -0.017 0.292
-0.077 -0.125 0.078
-0.357 -0.053 -0.277
-0.071 -0.059 -0.585
0.613 0.060 -0.410
0.749 -0.223 -0.057
0.146 -0.447 -0.410
-0.379 -0.259 -0.037
-0.514 -0.149 -0.389
0.170 0.080 0.639
-0.478 -0.428 -0.236
-0.265 0.127 -0.367
-0.243 0.270 0.255
-0.028 -0.436 0.108
0.093 0.101 0.265
-0.012 0.018 -0.094
0.084 -0.292 -0.106
0.077 -0.063 -0.148
0.031 0.062 0.022
-0.324 -0.012 -0.133
0.070 0.039 0.015
0.159 0.060 0.133
0.256 -0.217 0.125
0.032 0.002 -0.068
0.378 0.133 0.062
-0.179 0.106 0.029
0.293 -0.204 0.128
-0.270 -0.237 -0.006
-0.024 -0.057 0.032
-0.066 -0.079 -0.025
0.209 0.197 0.065
-0.016 0.036 0.131
-0.036 0.123 -0.189
-0.037 -0.009 -0.035
0.060 0.163 0.071
-0.060 -0.018 -0.068
-0.063 -0.136 -0.033
-0.047 -0.047 -0.021
0.065 -0.029 0.013
-0.091 0.127 0.048
0.055 -0.006 -0.047
0.072 -0.022 0.049
0.099 -0.234 0.119
-0.056 0.003 0.034
0.172 -0.074 0.053
-0.031 -0.054 0.048
0.079 -0.020 0.125
-0.070 0.105 -0.158
0.038 0.003 -0.054
-0.073 -0.153 -0.207
0.090 0.061 0.093
-0.249 0.201 0.038
-0.032 0.108 0.089
-0.019 -0.040 0.015
0.183 -0.095 0.051
-0.181 0.222 -0.201
-0.003 0.041 -0.003
-0.057 0.021 -0.234
-0.009 -0.059 0.031
0.098 0.126 -0.070
-0.135 0.184 0.113
-0.025 -0.096 -0.039
0.037 -0.070 0.047
-0.016 0.062 -0.007
-0.143 0.038 0.035
0.027 0.077 -0.024
0.188 -0.013 0.003
-0.269 0.044 0.064
0.000 -0.054 0.021
0.091 0.019 -0.131
-0.044 -0.074 0.055
0.016 0.037 0.062
-0.082 0.029 0.064
0.046 -0.021 -0.038
-0.051 0.138 0.042
-0.062 -0.176 0.089
0.081 -0.021 -0.046
0.033 -0.024 0.028
-0.045 0.040 -0.023
0.174 0.115 0.019
-0.066 -0.126 0.046
-0.178 0.202 -0.043
-0.090 0.004 -0.037
0.042 -0.030 -0.044
-0.173 0.003 -0.138
0.067 0.059 0.027
0.016 0.000 0.054
0.081 -0.062 0.064
0.010 -0.021 -0.073
-0.069 0.004 -0.073
0.056 0.066 0.054
-0.028 0.003 0.086
0.082 -0.068 0.080
-0.041 0.011 -0.073
-0.112 0.068 -0.043
0.068 0.020 0.060
0.023 -0.075 0.058
0.078 -0.260 -0.088
-0.061 0.013 0.001
0.054 0.068 0.047
-0.054 0.045 -0.092
0.011 -0.068 0.005
-0.032 -0.076 0.028
0.033 0.054 0.026

Values from the calculation:
- LUMO level (eV) = -2.532
- charge = +1
- HOMO-LUMO gap (eV) = 9.22


DFT (ωB97M-V with the def2-TZVPD basis set) results for a molecular structure, C30H45GeN4PdS3.

Last column: Mulliken charge in e.
Atoms and positions in Å:
Pd (-0.046, -0.470, 0.308)  -0.29
S (0.561, 0.305, 2.447)  0.00
C (2.212, -0.042, 2.557)  0.47
N (2.779, -0.284, 3.728)  0.31
C (4.216, -0.475, 3.794)  -0.76
C (4.904, 0.463, 2.812)  -0.71
N (4.351, 0.259, 1.487)  0.25
C (5.270, 0.353, 0.364)  -1.16
C (6.254, -0.798, 0.363)  0.60
C (5.817, -2.097, 0.100)  -0.18
C (6.718, -3.148, 0.100)  -0.79
C (8.060, -2.910, 0.366)  -0.46
C (8.505, -1.618, 0.615)  -0.69
C (7.602, -0.566, 0.615)  -0.29
C (3.066, -0.017, 1.353)  0.38
S (2.400, -0.350, -0.160)  0.02
C (2.036, -0.405, 4.970)  -1.45
C (2.311, 0.783, 5.864)  0.61
C (1.878, 2.056, 5.484)  -0.15
C (2.111, 3.146, 6.303)  -0.84
C (2.801, 2.978, 7.498)  -0.45
C (3.249, 1.715, 7.873)  -0.72
C (3.010, 0.623, 7.056)  -0.27
H (4.456, -1.520, 3.555)  0.34
H (4.554, -0.260, 4.809)  0.51
H (5.973, 0.244, 2.778)  0.50
H (4.772, 1.510, 3.116)  0.32
H (5.803, 1.305, 0.440)  0.47
H (4.685, 0.346, -0.559)  0.37
H (4.775, -2.281, -0.126)  0.37
H (6.376, -4.151, -0.103)  0.44
H (8.758, -3.731, 0.395)  0.42
H (9.550, -1.431, 0.809)  0.43
H (7.953, 0.440, 0.782)  0.43
H (2.344, -1.333, 5.463)  0.52
H (0.970, -0.457, 4.730)  0.64
H (1.325, 2.181, 4.565)  0.30
H (1.750, 4.122, 6.017)  0.43
H (2.985, 3.825, 8.137)  0.43
H (3.781, 1.585, 8.801)  0.43
H (3.342, -0.356, 7.363)  0.44
C (-0.242, -3.646, 3.240)  -1.61
C (-0.561, -3.185, 1.826)  0.68
C (0.616, -3.360, 0.858)  0.28
C (0.193, -3.327, -0.606)  -1.13
Ge (-1.327, -2.059, -1.227)  0.16
C (-3.128, -1.749, -0.350)  -0.56
C (-4.194, -2.708, -0.856)  -1.08
C (-3.985, -4.151, -0.414)  0.08
C (-4.958, -5.103, -1.079)  -1.48
H (-1.109, -3.549, 3.887)  0.42
H (0.578, -3.072, 3.667)  0.18
H (0.040, -4.695, 3.232)  0.44
H (-0.863, -2.106, 1.851)  -0.14
H (-1.404, -3.770, 1.450)  0.05
H (1.089, -4.330, 1.040)  0.63
H (1.383, -2.592, 1.065)  -0.42
H (-0.235, -4.288, -0.906)  0.56
H (1.051, -3.141, -1.256)  0.44
H (-1.432, -2.328, -2.725)  0.11
H (-3.416, -0.722, -0.598)  0.61
H (-3.018, -1.822, 0.736)  0.31
H (-4.248, -2.662, -1.947)  0.36
H (-5.158, -2.361, -0.474)  0.47
H (-4.108, -4.223, 0.671)  0.28
H (-2.954, -4.460, -0.650)  0.11
H (-5.983, -4.773, -0.916)  0.35
H (-4.857, -6.108, -0.682)  0.39
H (-4.814, -5.131, -2.160)  0.36
S (-1.262, 0.460, -1.598)  -0.45
C (0.077, 1.524, -2.050)  0.69
N (0.680, 2.183, -1.070)  0.18
C (1.627, 3.264, -1.306)  -0.57
C (2.343, 3.022, -2.629)  -0.40
C (1.299, 2.788, -3.718)  -0.75
N (0.362, 1.749, -3.309)  -0.10
H (0.321, 2.045, -0.117)  0.09
H (2.337, 3.281, -0.478)  0.32
H (1.097, 4.224, -1.327)  0.37
H (3.005, 2.157, -2.542)  0.11
H (2.950, 3.891, -2.881)  0.41
H (1.773, 2.472, -4.646)  0.45
H (0.739, 3.708, -3.910)  0.32
H (-0.154, 1.267, -4.036)  0.27

Force components x, y, z for each atom (eV/Å):
1.721 1.435 0.948
-0.612 -0.351 -1.276
0.981 -0.322 1.908
-0.637 0.084 -1.897
1.082 0.030 -0.231
0.105 0.009 1.049
-1.725 -0.237 0.077
0.583 -0.224 -0.783
0.060 -0.123 0.018
0.063 0.207 0.035
-0.003 0.044 0.084
-0.016 0.187 0.124
-0.074 -0.212 -0.016
-0.157 0.040 -0.071
1.743 0.282 0.136
-2.143 -0.200 -0.039
-0.598 0.166 0.863
0.193 0.270 0.084
0.026 -0.395 0.128
0.108 0.017 0.057
0.023 -0.279 -0.049
-0.041 0.367 -0.051
-0.178 -0.080 -0.216
-0.105 0.103 0.090
-0.118 0.018 -0.081
-0.113 -0.032 -0.040
0.008 -0.098 -0.111
-0.119 -0.028 0.050
0.073 0.140 0.076
-0.153 -0.068 -0.037
-0.016 -0.082 -0.036
0.100 -0.106 -0.085
0.053 0.015 0.003
0.083 0.195 0.072
0.011 0.070 -0.157
0.180 -0.169 0.056
-0.145 0.100 -0.176
-0.015 0.084 -0.011
0.009 0.107 0.091
0.040 -0.019 0.100
0.055 -0.180 0.054
-0.200 0.142 -0.168
0.346 -0.059 0.023
-0.143 -0.004 0.275
-0.182 0.867 -0.065
-0.589 -1.745 -0.290
0.606 0.294 0.010
0.026 -0.364 -0.124
0.098 0.038 0.034
-0.154 0.040 -0.181
-0.034 0.065 0.110
0.176 0.072 0.121
0.098 -0.118 0.020
-0.130 -0.461 -0.057
-0.177 0.195 -0.040
-0.030 0.074 0.042
-0.183 -0.395 -0.059
-0.172 0.048 -0.079
-0.162 0.014 -0.153
0.002 0.063 -0.045
0.122 -0.055 0.082
0.050 0.044 -0.096
-0.070 0.029 -0.022
0.027 0.077 -0.081
0.170 0.074 -0.006
0.018 -0.036 0.063
-0.078 -0.038 0.106
-0.018 -0.083 -0.042
0.081 -0.074 -0.010
0.163 -0.128 0.190
-0.067 0.182 0.305
-0.525 0.106 0.279
0.435 0.386 -0.169
-0.296 -0.042 0.070
0.537 0.519 -0.215
-0.158 -0.214 0.100
0.209 0.104 -0.834
-0.075 0.024 0.000
0.057 -0.152 0.079
-0.016 0.007 -0.060
-0.040 -0.074 -0.032
-0.079 0.011 0.000
0.056 -0.109 -0.054
-0.032 -0.090 0.232

Values from the calculation:
- LUMO level (spin up / spin down) (eV) = -11.754 / -11.757
- charge = +3
- HOMO-LUMO gap (spin up / spin down) (eV) = 4.42 / 4.42
- ΔE to the lowest compared entry with this formula, charge and spin (eV) = 2.5010


The highest charge belongs to which entry? C30H45GeN4PdS3


Which value of charge does entry 2 give? +3


The highest charge belongs to which entry? C30H45GeN4PdS3